C4H5N3O | wB97M-V/def2-TZVPD

Structure (XYZ):
```
13
Properties=species:S:1:pos:R:3:forces:R:3
C 0.5767 0.5712 -2.3946 -2.494 -1.343 -2.611
C -1.1867 -0.0659 1.7302 0.742 -0.509 0.169
C 0.0295 -0.6859 1.8031 0.663 -2.988 1.558
C 0.6721 -0.5031 0.5247 4.429 -0.106 -3.325
H 1.5399 0.2318 -2.2271 2.001 0.035 1.218
H 0.3109 0.4754 -3.4987 0.008 0.760 1.478
H -1.9928 1.2521 0.3432 2.159 -2.358 0.351
H -2.0499 0.1403 2.3713 0.640 -0.622 0.053
H 0.2651 -1.6112 2.4817 -0.161 2.383 -1.275
N -0.4165 0.6097 -1.6009 1.292 0.179 1.036
N -0.0772 0.5592 -0.2176 -1.705 -2.106 2.011
N -1.2775 0.4189 0.5196 -4.495 5.983 -2.897
O 1.7218 -0.9376 -0.0448 -3.081 0.692 2.234
```
Forces are in eV/Å.

Total charge   0
Kohn-Sham gap   9.27 eV
Highest occupied orbital energy   -8.58 eV

***

C22H25ClCoNO5 | wB97M-V/def2-TZVPD

Structure (XYZ):
```
55
Properties=species:S:1:pos:R:3:forces:R:3
C 1.8778 -0.1937 2.3896 0.408 0.837 0.016
C 2.2505 -0.7776 1.1562 1.151 0.880 -0.629
C 1.9518 0.1465 0.0976 1.337 1.116 0.306
H 2.7930 -1.7128 1.0380 -0.387 0.154 -0.008
C 1.2967 1.3004 0.7188 1.902 0.229 0.538
C 1.2413 1.0438 2.1470 0.966 0.451 -0.800
H 0.9886 2.2155 0.2425 0.033 0.019 -0.012
C -1.2830 -1.5995 3.1764 -0.307 -0.848 -1.125
C -0.1692 -2.3056 2.6784 -1.106 0.437 0.481
C -0.2297 -2.3162 1.2522 -1.514 0.041 -0.725
H 0.6395 -2.6859 3.2913 -0.199 -0.106 -0.087
C -1.4366 -1.5717 0.8748 0.474 -1.092 1.238
C -2.0701 -1.1200 2.0811 1.338 -0.767 0.127
H 2.1768 0.0173 -0.9531 0.025 0.030 0.102
H 0.9131 1.7392 2.9009 -0.254 -0.177 0.040
H 2.1642 -0.5380 3.3743 -0.593 -0.319 -0.058
H -3.0167 -0.5889 2.1393 0.331 0.017 0.071
H 0.2904 -2.9927 0.5597 -0.032 0.524 0.499
H -1.5688 -1.5243 4.2065 0.239 0.206 0.030
Co 0.1984 -0.2705 0.8172 -2.320 -2.703 2.034
C -1.9266 -1.3091 -0.5119 0.261 0.564 -0.095
C -3.4448 -1.5324 -0.5385 -0.165 0.078 -0.408
C -1.2204 -2.2346 -1.5206 -0.211 0.100 -0.263
H -3.6763 -2.5583 -0.2202 0.183 0.260 0.114
H -3.8261 -1.3895 -1.5501 -0.098 -0.091 0.277
H -3.9570 -0.8333 0.1324 0.073 -0.175 -0.078
H -1.3400 -3.2843 -1.2298 0.029 0.202 0.095
H -0.1473 -2.0187 -1.5968 -0.073 -0.034 0.115
H -1.6547 -2.1063 -2.5149 0.090 -0.069 0.160
C -1.4825 0.2111 -0.7566 -0.968 0.093 -0.740
C -1.9394 0.6884 -2.1160 0.062 -1.065 -0.326
H -0.3591 0.2968 -0.7977 -0.728 0.121 -0.216
H -1.9346 0.9060 -0.0143 0.479 -0.535 -0.115
O -2.6291 -0.1162 -2.7175 -0.422 1.426 -1.389
N -1.5602 1.8960 -2.6491 -0.405 0.247 -0.189
C -0.3644 2.6327 -2.2829 -0.425 -0.336 0.381
H -2.0190 2.1493 -3.5196 0.232 -0.401 0.218
C 0.9275 1.9745 -2.7204 0.277 -0.098 -0.407
C 2.1212 2.6033 -2.3599 0.178 -0.235 -0.115
H 2.0676 3.5470 -1.8106 0.138 -0.312 -0.054
C 3.3507 2.0404 -2.6996 -0.131 -0.024 -0.162
H 4.2745 2.5397 -2.3957 -0.296 -0.223 -0.113
C 3.3939 0.8486 -3.4374 -0.199 0.029 0.056
H 4.3568 0.4081 -3.7107 -0.346 0.144 0.128
C 2.2014 0.2307 -3.8321 -0.064 0.341 0.132
H 2.2177 -0.6920 -4.4185 0.048 0.328 0.206
C 0.9655 0.7999 -3.4858 0.306 0.146 0.110
H 0.0398 0.3360 -3.8347 0.278 0.090 0.235
H -0.3780 2.7156 -1.1871 0.197 0.200 -0.221
H -0.4240 3.6486 -2.6982 -0.082 -0.276 0.161
O 1.0571 1.0966 6.0265 -0.588 -0.484 0.051
Cl -0.1224 0.2742 5.7868 -0.611 -0.440 -1.953
O 0.2620 -1.1536 5.6850 -0.199 1.601 0.531
O -1.1113 0.4561 6.8409 0.742 -0.112 -0.494
O -0.7266 0.6638 4.4671 0.946 0.012 2.328
```
Forces are in eV/Å.

Total charge   -1
Expectation value of S²   3.78
Kohn-Sham gap (alpha / beta)   6.31 / 6.53 eV
2S+1   4
Highest occupied orbital energy (alpha / beta)   -4.02 / -4.25 eV

***

C5H9O3 | wB97M-V/def2-TZVPD

Structure (XYZ):
```
17
Properties=species:S:1:pos:R:3:forces:R:3
C 0.5975 1.4657 -0.8037 -3.185 2.821 -0.386
C 0.8146 1.0573 1.4180 -1.979 -1.090 -1.383
C 1.5372 1.1913 2.6331 2.959 1.129 -0.636
C -1.8498 -1.6095 -1.8070 -4.907 1.541 -0.723
C 0.2642 -0.6032 -1.7908 -1.916 -1.397 3.189
O 1.3018 1.6863 0.3408 1.402 0.124 1.264
O -0.9983 -0.5319 -1.6168 1.437 2.418 -0.482
O 1.0432 0.3170 -1.4617 0.949 -1.343 -0.751
H 0.7161 2.2378 -1.5415 0.851 0.730 0.082
H -0.5123 1.5081 -0.6260 1.076 -0.921 0.182
H 2.0530 0.2307 2.7456 0.167 -0.257 -0.295
H 2.3092 1.9820 2.7023 -0.242 -0.225 -0.146
H 0.9590 1.1862 3.4951 -1.588 0.127 1.351
H -2.2186 -1.6090 -2.8321 -0.038 0.408 -0.056
H -2.7689 -1.4834 -1.1393 1.540 0.088 -0.790
H -1.4944 -2.5342 -1.6766 2.218 -3.325 1.040
H 0.6029 -1.6101 -1.6943 1.258 -0.830 -1.459
```
Forces are in eV/Å.

Total charge   +1
Kohn-Sham gap   6.79 eV
Highest occupied orbital energy   -12.22 eV

***

C5H7N2 | wB97M-V/def2-TZVPD

Structure (XYZ):
```
14
Properties=species:S:1:pos:R:3:forces:R:3
C -1.7975 0.7659 0.0131 -0.140 0.409 0.011
C -0.6223 1.4774 0.0159 -0.455 -0.072 -0.012
C -0.1332 -0.7124 -0.0092 -0.398 0.618 0.002
C 0.5371 -1.8793 -0.0088 0.324 -0.495 -0.009
C 2.0390 0.8481 -0.0011 -5.559 -0.293 0.031
N -1.5057 -0.5500 -0.0039 0.522 0.013 -0.005
N 0.3795 0.5786 -0.0030 5.586 -0.275 0.015
H -2.8055 1.1309 0.0230 -0.143 0.067 -0.003
H -0.4670 2.5367 0.0268 0.038 0.172 -0.001
H 1.6096 -1.9227 -0.0044 0.132 0.038 0.001
H 0.0134 -2.8174 -0.0101 -0.169 -0.119 -0.004
H 2.6340 -0.0274 -0.0554 0.192 -0.413 -0.032
H 2.2834 1.8857 0.0289 0.066 0.271 0.000
H -2.1647 -1.3140 -0.0118 0.003 0.076 0.007
```
Forces are in eV/Å.

Total charge   +1
Kohn-Sham gap (alpha / beta)   7.98 / 7.83 eV
Highest occupied orbital energy (alpha / beta)   -13.81 / -12.69 eV

***

CH6NOP | wB97M-V/def2-TZVPD

Structure (XYZ):
```
10
Properties=species:S:1:pos:R:3:forces:R:3
C -0.4280 -1.1193 -1.0193 4.705 -1.314 2.589
N 0.6391 -0.4698 0.6284 -1.602 -1.693 -3.320
O 1.0830 1.8119 1.7090 1.212 1.497 0.660
P 0.0903 1.0773 0.9551 1.054 -0.649 -3.305
H -0.4837 -2.2193 -0.9882 -0.116 0.843 0.411
H -1.2026 -0.5310 -0.8159 -3.598 1.701 0.589
H 0.1583 -0.7398 -1.8178 0.575 0.232 -0.581
H 1.5543 -0.3720 0.1583 -0.450 -0.040 0.487
H -0.3587 1.5478 -0.4107 0.484 0.008 1.494
H -1.0520 1.0141 1.6010 -2.266 -0.586 0.976
```
Forces are in eV/Å.

Total charge   0
Kohn-Sham gap   10.36 eV
Highest occupied orbital energy   -10.29 eV

***

C23H63Be2N5O10 | wB97M-V/def2-TZVPD

Structure (XYZ):
```
103
Properties=species:S:1:pos:R:3:forces:R:3
Be 20.5011 -32.8745 35.2039 0.031 -0.637 -0.954
Be 18.0180 -27.3278 37.2342 -0.033 -0.173 -0.229
C 19.4982 -29.0594 33.9824 -3.072 0.686 -1.675
O 19.7584 -29.3351 35.1176 2.191 -0.993 6.707
O 18.7334 -28.1230 33.8734 -0.848 2.587 -1.303
O 19.7716 -29.9751 33.2570 1.547 -2.301 -3.582
C 22.2392 -22.3761 33.8182 1.130 -0.635 0.430
C 21.4735 -22.9383 32.6428 -0.869 -0.828 -0.897
C 21.5419 -24.4846 32.3865 -0.742 0.004 1.265
O 22.6477 -24.9389 31.6450 0.101 1.502 0.458
C 22.7078 -26.3172 31.4376 -0.164 -0.375 0.070
N 20.0574 -22.5724 32.8094 0.765 -0.670 0.010
H 23.2232 -22.8364 33.9071 0.289 0.106 -0.540
H 21.8412 -22.6359 34.7991 -0.755 0.124 -0.160
H 22.3996 -21.2994 33.7621 -0.200 -0.034 -0.084
H 21.8814 -22.6032 31.6892 0.178 0.833 -0.126
H 20.6198 -24.8680 31.9497 -0.337 0.439 -0.797
H 21.4048 -24.9104 33.3805 0.893 -0.554 0.570
H 23.0205 -26.5310 30.4156 -0.175 0.153 -0.081
H 21.7210 -26.7362 31.6346 -0.071 -0.418 -0.167
H 23.4414 -26.7967 32.0857 0.004 0.027 0.303
H 19.4356 -22.9397 32.1034 0.021 0.358 -0.085
H 19.9096 -21.6036 33.0534 -0.107 -0.076 -0.152
C 22.8790 -26.1837 37.6998 0.700 1.176 -0.939
C 22.6066 -27.2705 38.7130 1.817 0.343 -0.594
C 23.8128 -27.5037 39.6603 0.124 -1.100 0.667
O 24.8499 -28.1005 38.9415 0.375 -0.068 0.022
C 26.0895 -28.3663 39.6064 0.935 0.557 -1.537
N 21.4548 -26.8314 39.4451 -0.537 -0.183 0.375
H 23.5102 -26.4356 36.8476 -0.129 -0.717 0.023
H 23.4385 -25.3232 38.0665 -0.247 0.146 0.664
H 21.9343 -25.8056 37.3092 -0.028 -0.046 -0.058
H 22.4967 -28.1489 38.0771 -0.521 -0.519 0.669
H 23.5182 -28.1572 40.4814 -0.536 -0.641 0.052
H 24.2086 -26.6818 40.2569 -0.292 1.077 -0.581
H 26.4941 -27.6716 40.3425 -1.140 0.170 0.730
H 26.8082 -28.1265 38.8228 0.240 -0.640 -0.271
H 26.2355 -29.4060 39.8992 -0.414 0.067 0.202
H 21.1092 -27.4965 40.1221 0.097 -0.297 0.102
H 21.8502 -26.0715 39.9800 -0.670 0.613 0.340
C 15.3500 -34.9339 32.7326 0.051 -0.003 -1.170
C 15.9720 -33.6607 32.1920 -0.572 -0.335 0.490
C 14.8956 -32.6767 31.5867 1.280 -0.535 -0.530
O 14.3649 -33.2541 30.4391 -0.543 -0.486 0.257
C 15.1247 -33.2882 29.1991 -1.255 1.014 0.712
N 16.6832 -33.0428 33.2582 0.396 2.209 0.670
H 16.2386 -35.5152 32.9787 -0.530 -0.669 0.245
H 14.7224 -35.3805 31.9615 0.344 -0.404 -0.049
H 14.6745 -34.8043 33.5781 0.328 0.349 0.242
H 16.8142 -33.8755 31.5343 -0.624 -0.235 -1.008
H 15.2038 -31.6622 31.3340 1.024 0.128 0.029
H 14.2316 -32.4987 32.4326 -1.025 -0.550 -0.435
H 15.8056 -32.4435 29.0953 0.297 -0.059 0.340
H 14.3087 -33.0790 28.5073 0.369 -0.516 -0.534
H 15.6138 -34.2469 29.0263 -0.098 0.040 0.128
H 16.7501 -32.1136 32.8679 1.228 0.737 0.315
H 16.1376 -32.8433 34.0844 -0.440 -0.596 0.419
C 23.0464 -35.7610 33.2214 1.719 -1.146 -0.557
C 21.6883 -35.8386 32.5452 1.866 0.854 1.969
C 20.7523 -36.7136 33.3732 -1.800 -0.564 1.127
O 20.4398 -36.2195 34.7139 1.409 0.854 -1.031
C 19.6462 -37.0272 35.5541 -0.978 0.463 0.209
N 21.3318 -34.4343 32.4823 -2.817 1.053 0.411
H 23.1304 -35.5458 34.2867 -0.872 0.255 -0.018
H 23.6645 -35.0350 32.6933 0.068 0.073 0.031
H 23.5837 -36.7044 33.1253 0.001 -0.172 -0.140
H 21.7985 -36.1582 31.5090 -0.113 -0.800 0.118
H 21.1054 -37.7236 33.5816 0.750 0.009 -0.708
H 19.8028 -36.8692 32.8609 -0.276 0.176 -0.256
H 19.7072 -36.5618 36.5379 -0.017 -0.037 -0.002
H 19.8563 -38.0866 35.7011 0.776 -0.052 -0.551
H 18.6096 -36.9673 35.2228 -0.249 -0.075 -0.010
H 20.3953 -34.3736 32.1087 -0.589 0.268 0.119
H 21.8461 -33.8312 31.8563 0.836 -0.332 0.080
C 12.2904 -28.4934 35.2669 -0.414 1.109 0.879
C 13.3652 -28.2611 36.4096 -0.618 -0.606 -1.034
C 13.5251 -29.5298 37.2356 -0.404 -0.306 -1.118
O 13.9587 -30.5949 36.3754 0.513 0.078 1.417
C 13.8620 -31.7784 37.1772 0.376 -0.144 -0.739
N 14.6484 -27.8527 35.7761 -0.127 -0.416 0.286
H 12.6604 -28.9588 34.3534 0.163 -0.237 0.344
H 11.8356 -27.5454 34.9797 0.505 0.406 -0.213
H 11.3846 -28.9788 35.6303 0.333 -0.688 0.177
H 13.0597 -27.4773 37.1027 -0.164 0.110 -0.209
H 12.5855 -29.9411 37.6044 -0.527 0.951 0.284
H 14.1486 -29.3587 38.1132 0.578 -0.173 -0.079
H 14.3764 -32.5537 36.6095 -0.182 -0.184 0.236
H 12.8276 -32.0520 37.3855 -0.215 -0.051 -0.345
H 14.3150 -31.6601 38.1615 0.406 0.124 -0.027
H 14.4779 -27.0872 35.1397 -0.110 0.581 0.196
H 14.8852 -28.5905 35.1283 0.362 -0.498 0.074
C 19.4286 -28.6140 28.5131 -0.669 0.102 0.625
O 19.3734 -29.8446 29.2865 0.125 0.323 -0.983
H 19.1753 -27.7961 29.1876 0.294 0.275 -0.139
H 20.3521 -28.4135 27.9699 0.409 -0.358 0.529
H 18.6675 -28.5748 27.7338 -0.263 -0.601 0.188
H 19.5123 -29.6505 30.2164 0.095 0.241 -0.156
C 16.2593 -24.5882 31.6262 0.448 -0.930 0.229
O 16.4008 -25.9529 31.2257 -0.784 -0.515 -0.383
H 16.8181 -24.0033 30.8956 -0.074 0.509 0.391
H 15.2048 -24.3130 31.6407 0.031 -0.129 -0.365
H 16.5966 -24.4917 32.6582 0.342 0.477 -0.064
H 17.0959 -26.4492 31.6640 0.081 0.567 0.239
```
Forces are in eV/Å.

Total charge   +2
Kohn-Sham gap   1.62 eV
Highest occupied orbital energy   -12.62 eV

***

Calculated E (eV), listed in the same order as above: -10743.0446, -85088.0569, -11461.0702, -8268.7165, -13958.4027, -53565.2782
Calculated ΔE to the lowest compared entry with this formula, charge and spin (kJ/mol), listed in the same order as above: 440.95, 148.86, 316.06, 391.80, 299.29, 1727.79